--- w ---
Below is the molecule C5H8O2S, with properties calculated with the ωB97M-V functional and the def2-TZVPD basis.

Structure (XYZ):
```
16
Properties=species:S:1:pos:R:3:mulliken_charge:R:1
S 0.035 2.567 1.364 -0.275
O -1.682 -1.668 0.635 -0.565
O 1.338 1.326 -1.854 -0.501
C 0.673 0.175 -1.462 -0.829
C -0.331 0.292 -0.385 0.473
C 0.284 -0.343 1.576 -0.539
C -0.423 -1.054 0.430 -0.329
C 0.028 1.015 0.868 -0.118
H 0.716 1.783 -2.497 0.354
H 0.230 -0.412 -2.301 0.305
H -2.268 -1.012 1.062 0.352
H 0.175 -1.853 0.021 0.401
H 1.337 -0.517 1.668 0.259
H 1.434 -0.479 -0.976 0.299
H -1.329 0.623 -0.695 0.412
H -0.217 -0.443 2.546 0.302
```

## Properties
* SMILES string: OC[C@@H]1C(=S)C[C@H]1O
* charge: 0
* E_HOMO: -8.63 eV
* HOMO-LUMO gap: 8.4083 eV
* spin multiplicity: 1

***

--- x ---
Below is the molecule C5H8O2S, with properties calculated with the ωB97M-V functional and the def2-TZVPD basis.

Structure (XYZ):
```
16
Properties=species:S:1:pos:R:3:mulliken_charge:R:1
S 2.130 -0.960 -0.578 -0.101
O -1.296 2.629 0.092 -0.530
O 3.473 -0.702 1.775 -0.443
C 0.073 0.712 -0.071 -0.293
C -0.565 -1.604 -0.772 -0.979
C -1.341 1.213 0.033 -0.539
C 2.398 -0.747 1.233 0.066
C 0.397 -0.501 -0.512 0.293
H -0.570 -2.283 0.126 0.236
H 1.423 -0.680 1.756 0.352
H -1.950 0.832 -0.786 0.323
H -1.269 3.014 -0.805 0.296
H -1.567 -1.181 -0.969 0.305
H 0.825 1.442 0.185 0.451
H -1.866 0.917 0.969 0.202
H -0.295 -2.100 -1.675 0.360
```

## Properties
* SMILES string: C/C(=C\CO)SC=O
* charge: 0
* E_HOMO: -9.42 eV
* HOMO-LUMO gap: 10.0186 eV
* spin multiplicity: 1

***

--- y ---
Below is the molecule C5H8O2S, with properties calculated with the ωB97M-V functional and the def2-TZVPD basis.

Structure (XYZ):
```
16
Properties=species:S:1:pos:R:3:mulliken_charge:R:1
S -0.505 1.793 0.177 -0.241
O -1.447 -1.991 0.282 -0.540
O -2.529 -0.183 -0.399 -0.455
C -0.195 0.020 -0.225 -0.154
C -1.428 -0.862 -0.128 0.527
C 0.991 -0.606 0.536 -0.643
C 3.329 -0.519 -0.476 -0.771
C 2.332 -0.001 0.254 -0.035
H 0.061 0.024 -1.325 0.279
H -2.338 0.802 -0.431 0.356
H 3.334 -1.482 -0.992 0.263
H 2.458 1.056 0.636 0.257
H 0.736 -0.514 1.600 0.316
H 4.245 0.017 -0.560 0.276
H 0.986 -1.643 0.244 0.375
H 0.224 2.250 -0.828 0.190
```

## Properties
* SMILES string: C=CC[C@H](S)C(=O)O
* charge: 0
* E_HOMO: -9.94 eV
* HOMO-LUMO gap: 10.3308 eV
* spin multiplicity: 1

***

--- z ---
Below is a structure of composition C5H8O2S, with properties calculated with the ωB97M-V functional and the def2-TZVPD basis.

Structure (XYZ):
```
16
Properties=species:S:1:pos:R:3:mulliken_charge:R:1
S 1.852 0.209 -0.156 0.883
O 2.074 1.584 -0.456 -0.595
O 2.765 -0.761 -0.660 -0.571
C -1.711 1.850 0.293 -0.865
C 0.160 -0.414 -0.299 0.555
C -0.440 -1.289 -1.291 -1.150
C 1.300 -0.177 1.556 -0.451
C 0.140 -0.659 1.105 -0.619
H 1.906 -0.292 2.416 0.476
H -1.976 1.100 0.952 0.346
H -0.080 -1.109 -2.388 0.289
H -0.721 -0.995 1.673 0.483
H -1.537 -1.146 -1.417 0.337
H -0.185 -2.361 -1.112 0.323
H -2.004 1.630 -0.814 0.209
H -1.542 2.831 0.597 0.351
```

## Properties
* charge: 0
* E_HOMO (alpha / beta): -9.03 / -8.50 eV
* HOMO-LUMO gap (alpha / beta): 8.1911 / 8.4933 eV
* spin multiplicity: 1

***

Q: Which of them is the least stable? A: z.

***

--- w ---
Below is a structure of composition C7H14, with properties calculated with the ωB97M-V functional and the def2-TZVPD basis.

Structure (XYZ):
```
21
Properties=species:S:1:pos:R:3:mulliken_charge:R:1
C 0.598 -1.532 0.379 -0.735
C 1.090 -0.140 0.239 0.313
C -0.794 -1.407 1.099 -1.031
C -0.610 1.823 0.641 -1.409
C 0.000 0.731 -0.236 0.618
C 1.871 0.347 -0.906 -1.138
C -0.911 0.349 -1.392 -1.463
H 1.353 -2.141 0.911 0.387
H -1.119 -2.423 1.227 0.430
H -1.681 -0.893 0.655 0.238
H 0.535 -1.977 -0.628 0.332
H -0.710 -0.910 2.080 0.255
H -0.668 -0.617 -1.842 0.320
H -0.504 2.770 0.116 0.362
H -0.766 1.131 -2.135 0.413
H -1.703 1.698 0.823 0.303
H -1.995 0.334 -1.166 0.406
H -0.149 1.899 1.636 0.379
H 1.503 0.281 1.162 0.444
H 1.761 -0.153 -1.878 0.272
H 2.896 0.747 -0.767 0.303
```

## Properties
* charge: 0
* E_HOMO: -7.56 eV
* HOMO-LUMO gap: 8.5370 eV
* spin multiplicity: 1

***

--- x ---
Below is the molecule C7H14, with properties calculated with the ωB97M-V functional and the def2-TZVPD basis.

Structure (XYZ):
```
21
Properties=species:S:1:pos:R:3:mulliken_charge:R:1
C -1.253 1.112 -0.709 -1.469
C 1.316 -0.098 0.671 0.092
C 0.124 -0.853 0.107 -0.960
C 2.726 -0.265 0.175 -0.671
C 2.004 1.030 -0.057 -0.663
C -1.196 -0.074 0.255 0.817
C -2.427 -0.961 0.059 -1.557
H 3.530 -0.279 0.906 0.260
H -2.448 -1.797 0.768 0.387
H 0.037 -1.812 0.639 0.303
H 1.702 1.254 -1.077 0.323
H -1.229 0.317 1.283 0.195
H -2.184 1.676 -0.588 0.412
H 1.237 0.044 1.749 0.350
H 0.285 -1.106 -0.952 0.320
H -1.210 0.757 -1.748 0.318
H -0.419 1.800 -0.551 0.352
H -2.460 -1.377 -0.956 0.331
H 2.901 -0.897 -0.692 0.244
H -3.344 -0.377 0.204 0.393
H 2.308 1.906 0.512 0.225
```

## Properties
* SMILES string: CC(C)CC1CC1
* charge: 0
* E_HOMO: -10.09 eV
* HOMO-LUMO gap: 11.3405 eV
* spin multiplicity: 1

***

--- y ---
Below is a cluster of 2 separate species, C7H14 in total, with properties calculated with the ωB97M-V functional and the def2-TZVPD basis.

Structure (XYZ):
```
21
Properties=species:S:1:pos:R:3:mulliken_charge:R:1
C -0.060 -1.433 0.170 0.077
C 0.101 -0.442 2.463 -1.168
C 0.578 0.962 -1.901 0.092
C -1.493 -1.087 -0.081 -1.290
C 1.594 0.540 -1.178 -0.893
C -0.445 1.856 -1.310 -1.006
C 0.642 -1.118 1.249 -0.309
H 1.523 0.717 -0.117 0.270
H 2.546 0.428 -1.666 0.336
H -1.693 -0.865 -1.134 0.303
H -1.904 -0.256 0.508 0.323
H 0.343 -2.195 -0.492 0.326
H 1.649 -1.517 1.365 0.437
H -2.026 -2.004 0.181 0.352
H -0.612 1.694 -0.243 0.236
H 0.836 0.246 2.887 0.323
H -1.385 1.731 -1.844 0.295
H -0.087 -1.256 3.173 0.320
H -0.861 0.063 2.326 0.297
H 0.723 1.084 -2.963 0.356
H 0.032 2.852 -1.394 0.326
```

## Properties
* SMILES string: C/C=C\C.C=CC
* charge: 0
* E_HOMO: -8.47 eV
* HOMO-LUMO gap: 9.5815 eV
* spin multiplicity: 1

***

--- z ---
Below is a cluster of 3 separate species, C7H14 in total, with properties calculated with the ωB97M-V functional and the def2-TZVPD basis.

Structure (XYZ):
```
21
Properties=species:S:1:pos:R:3:mulliken_charge:R:1
C 0.368 -0.033 1.467 -0.415
C -0.186 0.837 -1.578 -0.606
C -0.253 1.256 0.963 -0.825
C 0.183 -0.650 -1.509 -0.682
C 0.291 1.699 -0.407 -0.573
C -0.132 -1.305 0.985 -0.572
C -0.579 -1.463 -0.457 -0.703
H 0.693 -0.949 2.684 0.180
H -0.017 -1.091 -2.493 0.333
H 0.865 -1.763 2.167 0.185
H -1.280 0.924 -1.665 0.312
H -0.014 2.737 -0.594 0.313
H 1.262 -0.757 -1.334 0.303
H -0.727 -1.931 1.638 0.416
H 1.433 0.100 1.618 0.406
H -1.659 -1.246 -0.530 0.301
H -0.032 2.037 1.701 0.289
H 0.226 1.257 -2.505 0.310
H -1.347 1.172 0.917 0.323
H -0.487 -2.532 -0.694 0.378
H 1.390 1.699 -0.373 0.325
```

## Properties
* charge: 0
* E_HOMO: -8.46 eV
* HOMO-LUMO gap: 9.0903 eV
* spin multiplicity: 1

***

Q: Which of them is the least stable? A: z.

***

--- w ---
Below is the molecule CH3BrO3S, with properties calculated with the ωB97M-V functional and the def2-TZVPD basis.

Structure (XYZ):
```
9
Properties=species:S:1:pos:R:3:mulliken_charge:R:1
Br -1.839 1.409 0.167 0.014
S -1.087 -0.617 -0.089 0.860
O -1.959 -1.346 -0.973 -0.429
O -0.655 -1.084 1.617 -0.531
O 0.305 -0.360 -0.879 -0.230
C 1.219 0.418 -0.074 -0.660
H 2.112 0.006 -0.357 0.232
H 1.101 1.385 -0.364 0.324
H 0.803 0.189 0.950 0.420
```

## Properties
* SMILES string: COS(=O)(=O)Br
* charge: 0
* E_HOMO: -10.85 eV
* HOMO-LUMO gap: 9.6670 eV
* spin multiplicity: 1

***

--- x ---
Below is a cluster of 2 separate species, CH3BrO3S in total, with properties calculated with the ωB97M-V functional and the def2-TZVPD basis.

Structure (XYZ):
```
9
Properties=species:S:1:pos:R:3:mulliken_charge:R:1
Br 3.355 0.493 -1.838 0.023
S 1.790 2.058 -1.526 0.944
O 2.346 3.359 -1.363 -0.405
O 0.861 1.239 0.430 -0.433
O 0.803 1.930 -2.555 -0.406
C -0.326 0.570 0.222 -0.473
H -1.181 0.966 0.867 0.248
H -0.260 -0.482 0.470 0.278
H -0.904 0.731 -0.776 0.225
```

## Properties
* charge: 0
* E_HOMO (alpha / beta): -10.46 / -10.48 eV
* HOMO-LUMO gap (alpha / beta): 7.3716 / 7.3844 eV
* spin multiplicity: 1

***

Q: Which of them is the least stable? A: x.